# 1
The following is a DFT calculation (the ωB97M-V functional and the def2-TZVPD basis) of a cluster of 2 separate species, C2H3NO2 in total at a distorted geometry.

Cartesian coordinates (Å):
C  0.84446  0.14543  -0.06066
C  -0.30326  0.96626  0.04617
N  -1.14435  -1.57309  0.46502
O  0.88394  -0.80257  -0.88179
O  -0.41772  -2.00099  -0.28762
H  1.73245  0.44004  0.72015
H  -0.43089  1.97048  0.60655
H  -1.16462  0.85444  -0.60782

Its total charge is 0. As for the gap between HOMO and LUMO (alpha / beta): 7.6 / 7.5 eV. For the energy above the lowest of the compared OMol25 structures with the same formula, charge and spin, the calculation gives 130.22 kcal/mol.

=====

# 2
The following is a DFT calculation (the ωB97M-V functional and the def2-TZVPD basis) of a structure of composition C2H3NO2 at a distorted geometry.

Cartesian coordinates (Å):
C  0.13479  1.03272  0.41874
C  -0.96683  0.07331  0.27685
N  0.20110  0.14737  -0.61803
O  0.69096  1.91251  0.99433
O  1.33349  -1.13042  -0.46742
H  -0.85387  -0.82158  0.92664
H  -1.78111  0.31174  -0.26499
H  1.24148  -1.52564  -1.26613

Its total charge is 0. As for the gap between HOMO and LUMO: 9.4 eV. For the energy above the lowest of the compared OMol25 structures with the same formula, charge and spin, the calculation gives 113.04 kcal/mol.

=====

# 3
The following is a DFT calculation (the ωB97M-V functional and the def2-TZVPD basis) of the molecule C2H3NO2 at a distorted geometry.

Cartesian coordinates (Å):
N  -0.51807  0.14149  0.70341
C  -0.08873  -0.82515  -0.09695
O  -0.31214  -1.99826  -0.12978
C  1.20564  -0.09273  -1.16911
O  1.29034  1.09328  -1.25333
H  -0.20189  1.08244  0.53132
H  -1.11807  -0.04414  1.49090
H  1.78807  -0.83104  -1.72274

Its total charge is 0. As for the gap between HOMO and LUMO: 9.7 eV. For the energy above the lowest of the compared OMol25 structures with the same formula, charge and spin, the calculation gives 20.12 kcal/mol. As for the SMILES: NC(=O)C=O.

=====

# 4
The following is a DFT calculation (the ωB97M-V functional and the def2-TZVPD basis) of the molecule C2H3NO2.

Cartesian coordinates (Å):
N  1.18083  -0.26395  -0.01517
C  0.11930  0.58374  0.00577
O  0.20139  1.79174  0.00151
C  -1.23006  -0.14859  0.00797
O  -2.27107  0.44904  -0.01630
H  2.11584  0.11543  -0.02734
H  1.08039  -1.26464  0.01508
H  -1.19661  -1.26276  0.02847

Its total charge is 0. As for the gap between HOMO and LUMO: 9.9 eV. For the energy above the lowest of the compared OMol25 structures with the same formula, charge and spin, the calculation gives 11.30 kcal/mol. As for the SMILES: NC(=O)C=O.

=====

# 5
The following is a DFT calculation (the ωB97M-V functional and the def2-TZVPD basis) of the molecule C2H3NO2.

Cartesian coordinates (Å):
N  -1.16696  -0.29371  0.47633
C  -0.28206  0.67262  0.14729
O  -0.49073  1.79653  -0.19606
C  1.40380  -0.41424  -0.79674
O  1.06502  0.21267  0.30708
H  -2.12077  -0.12766  0.19308
H  -0.86015  -1.25361  0.50586
H  2.48357  -0.62503  -0.65132

Its total charge is 0. As for the gap between HOMO and LUMO: 9.5 eV. For the energy above the lowest of the compared OMol25 structures with the same formula, charge and spin, the calculation gives 64.59 kcal/mol.

=====

# 6
The following is a DFT calculation (the ωB97M-V functional and the def2-TZVPD basis) of the molecule C2H3NO2 at a distorted geometry.

Cartesian coordinates (Å):
C  -0.58040  0.83433  1.13833
C  0.08381  0.30351  0.14744
N  0.68010  -1.12894  -1.53088
O  0.97462  -2.23093  -1.86375
O  0.24438  -1.02719  -0.21789
H  -0.67463  1.97536  1.04545
H  -1.04719  0.22068  1.94659
H  0.31932  1.05319  -0.66530

Its total charge is 0. As for the gap between HOMO and LUMO (alpha / beta): 9.3 / 7.6 eV. For the energy above the lowest of the compared OMol25 structures with the same formula, charge and spin, the calculation gives 85.42 kcal/mol. As for the spin multiplicity: 3.

=====

# 7
The following is a DFT calculation (the ωB97M-V functional and the def2-TZVPD basis) of a cluster of 2 separate species, C2H3NO2S in total at a distorted geometry.

Cartesian coordinates (Å):
O  2.38699  1.04167  0.08639
N  2.76424  -0.12035  0.13701
S  3.95067  -0.84755  -0.61231
H  2.25404  -0.76875  0.77513
C  -0.52161  -0.67955  -1.03562
C  -0.07465  -0.65746  0.16137
O  0.33808  -0.81750  1.20708
H  -0.17298  0.21627  -1.65891
H  -1.03914  -1.43358  -1.53076

Its total charge is 0. As for the gap between HOMO and LUMO: 8.7 eV. For the energy above the lowest of the compared OMol25 structures with the same formula, charge and spin, the calculation gives 104.88 kcal/mol. As for the SMILES: [O-][NH+]=S.C=C=O.

=====

# 8
The following is a DFT calculation (the ωB97M-V functional and the def2-TZVPD basis) of a cluster of 2 separate species, C2H3NO2S in total at a distorted geometry.

Cartesian coordinates (Å):
C  0.28257  -0.88771  1.98245
C  0.38120  -0.99015  0.78794
N  -0.91386  2.06920  -0.98241
O  -0.52854  -1.91849  -1.50020
O  1.73653  -0.87165  -1.49164
S  0.35845  -0.89788  -1.00605
H  0.26254  -0.59043  2.97317
H  -1.62967  1.94980  -0.21405
H  0.05078  2.13731  -0.54920

Its total charge is 0. As for the gap between HOMO and LUMO (alpha / beta): 8.9 / 9.3 eV. For the energy above the lowest of the compared OMol25 structures with the same formula, charge and spin, the calculation gives 163.58 kcal/mol.

=====

# 9
The following is a DFT calculation (the ωB97M-V functional and the def2-TZVPD basis) of a structure of composition C2H3NO2S2 at a distorted geometry.

Cartesian coordinates (Å):
C  1.14660  -0.05435  0.51273
C  -0.05009  0.73104  -1.31982
N  1.06469  0.59023  -0.50296
O  -1.21078  0.52385  1.42240
O  -0.68878  -1.83603  1.86207
S  -1.23673  -1.22161  -0.85518
S  -0.58636  -0.74074  0.99332
H  2.07596  0.07227  1.19898
H  -0.50576  1.60604  -1.00494
H  -0.00875  0.32930  -2.30659

Its total charge is 0. As for the gap between HOMO and LUMO: 9.1 eV. For the energy above the lowest of the compared OMol25 structures with the same formula, charge and spin, the calculation gives 71.04 kcal/mol.

=====

# 10
The following is a DFT calculation (the ωB97M-V functional and the def2-TZVPD basis) of a structure of composition C2H3NO2S2 at a distorted geometry.

Cartesian coordinates (Å):
C  0.75870  -1.21784  -0.08676
C  -0.13717  0.82140  0.69708
N  -0.09882  -0.51993  0.51405
O  3.20886  -0.78868  -1.21168
O  2.76256  -0.53813  1.17814
S  1.71825  1.65420  -0.34971
S  2.38055  -0.25494  -0.19207
H  0.61221  -2.38075  -0.25674
H  -1.09191  1.17325  0.37179
H  0.28723  1.17519  1.63867

Its total charge is 0. As for the gap between HOMO and LUMO: 9.1 eV. For the energy above the lowest of the compared OMol25 structures with the same formula, charge and spin, the calculation gives 66.90 kcal/mol.

=====

# 11
The following is a DFT calculation (the ωB97M-V functional and the def2-TZVPD basis) of the molecule C2H3NO2S2.

Cartesian coordinates (Å):
O  0.03943  -1.89660  0.00623
C  -0.41763  -0.76848  0.00350
S  -2.15887  -0.53108  -0.00364
C  0.50387  0.45076  0.00291
S  -0.03146  2.03040  0.00229
N  1.79172  0.18498  -0.00652
O  2.44358  -1.03101  -0.00382
H  -2.05269  0.79026  -0.00362
H  2.47292  0.92771  -0.00022
H  1.70150  -1.67475  0.01341

Its total charge is 0. As for the gap between HOMO and LUMO: 8.0 eV. For the energy above the lowest of the compared OMol25 structures with the same formula, charge and spin, the calculation gives 38.85 kcal/mol. As for the SMILES: O=C(S)C(=S)NO.

=====

# 12
The following is a DFT calculation (the ωB97M-V functional and the def2-TZVPD basis) of the molecule C2H3NO3 at a distorted geometry.

Cartesian coordinates (Å):
O  -2.20580  0.10971  -0.93872
N  -1.35540  -0.17003  -0.12109
O  -1.58659  -0.76308  0.91271
C  0.07289  0.37205  -0.42714
C  1.19870  -0.19020  0.35130
O  0.57766  0.99930  0.64646
H  0.00065  0.93225  -1.32055
H  1.13511  -1.11064  1.02717
H  2.16277  -0.17936  -0.13013

Its total charge is 0. As for the gap between HOMO and LUMO: 11.4 eV. For the energy above the lowest of the compared OMol25 structures with the same formula, charge and spin, the calculation gives 128.52 kcal/mol. As for the SMILES: O=[N+]([O-])[C@@H]1CO1.

=====

# 13
The following is a DFT calculation (the ωB97M-V functional and the def2-TZVPD basis) of the molecule C2H3NO3 at a distorted geometry.

Cartesian coordinates (Å):
O  0.85098  0.30395  1.78891
C  0.26059  0.96837  0.90307
C  -0.55675  0.43977  -0.33971
O  -1.61913  1.05395  -0.69570
N  -0.28919  -0.89933  -0.62475
O  1.05799  -0.98579  -0.92196
H  -0.15337  1.85502  1.31980
H  -0.87808  -1.28599  -1.41959
H  1.32696  -1.44994  -0.01006

Its total charge is 0. As for the gap between HOMO and LUMO: 9.5 eV. For the energy above the lowest of the compared OMol25 structures with the same formula, charge and spin, the calculation gives 98.70 kcal/mol. As for the SMILES: O=CC(=O)NO.

=====

# 14
The following is a DFT calculation (the ωB97M-V functional and the def2-TZVPD basis) of the molecule C2H3NO3 at a distorted geometry.

Cartesian coordinates (Å):
O  -0.91869  2.02636  -0.44845
C  -0.66208  0.87428  -0.29663
N  0.01618  0.54968  0.91094
O  0.92657  -0.40994  0.71308
C  0.19189  -1.05744  -0.34099
O  -0.51407  -0.06998  -1.20120
H  0.49276  1.27771  1.36281
H  1.03613  -1.68977  -0.78362
H  -0.56869  -1.50090  0.08406

Its total charge is 0. As for the gap between HOMO and LUMO: 10.2 eV. For the energy above the lowest of the compared OMol25 structures with the same formula, charge and spin, the calculation gives 93.60 kcal/mol. As for the SMILES: O=C1NOCO1.

=====

# 15
The following is a DFT calculation (the ωB97M-V functional and the def2-TZVPD basis) of a cluster of 2 separate species, C2H3NO3 in total at a distorted geometry.

Cartesian coordinates (Å):
C  -1.59772  0.17988  -0.84297
C  -1.60445  0.58378  0.38297
O  -1.58490  1.04576  1.46208
H  -2.32750  -0.17784  -1.56892
H  -0.72100  0.26859  -1.44737
O  1.21608  -0.57053  -0.89560
N  2.02631  -0.12261  -0.11041
O  1.92774  -0.71141  1.24485
H  2.66543  -0.49562  1.77538

Its total charge is 0. As for the gap between HOMO and LUMO: 8.7 eV. For the energy above the lowest of the compared OMol25 structures with the same formula, charge and spin, the calculation gives 126.09 kcal/mol. As for the SMILES: C=C=O.O=NO.

=====

# 16
The following is a DFT calculation (the ωB97M-V functional and the def2-TZVPD basis) of a structure of composition C2H3NO3 at a distorted geometry.

Cartesian coordinates (Å):
C  0.26747  -0.25427  -0.31340
C  -0.89099  0.32518  0.05172
N  -3.40560  0.16904  0.00993
O  -3.12132  -0.47763  0.91889
O  -4.30412  0.48171  -0.63373
O  -1.81080  0.77039  -0.67375
H  0.82454  -0.45179  0.52955
H  0.67098  -0.36666  -1.28223
H  -0.93895  0.27868  1.15847

Its total charge is 0. As for the gap between HOMO and LUMO (alpha / beta): 7.9 / 7.9 eV. For the energy above the lowest of the compared OMol25 structures with the same formula, charge and spin, the calculation gives 163.52 kcal/mol.

=====

# 17
The following is a DFT calculation (the ωB97M-V functional and the def2-TZVPD basis) of a cluster of 2 separate species, C2H3NO3 in total at a distorted geometry.

Cartesian coordinates (Å):
O  -0.66291  -2.08834  -1.69136
C  -0.09061  -1.15198  -2.03206
O  0.53877  -0.25053  -2.38018
C  0.95571  0.66428  0.95229
N  -0.13189  0.04723  1.25746
O  -1.30587  0.81718  1.07714
H  1.01682  1.72234  0.88299
H  1.76913  0.03525  1.01796
H  -2.08915  0.20457  0.91577

Its total charge is 0. As for the gap between HOMO and LUMO: 10.9 eV. For the energy above the lowest of the compared OMol25 structures with the same formula, charge and spin, the calculation gives 57.53 kcal/mol. As for the SMILES: O=C=O.C=NO.

=====

# 18
The following is a DFT calculation (the ωB97M-V functional and the def2-TZVPD basis) of a structure of composition C2H3NO3S at a distorted geometry.

Cartesian coordinates (Å):
C  2.06068  -1.11727  0.29868
C  0.18349  0.12971  -0.10574
N  3.82288  -0.65329  0.63952
O  1.67987  -2.17034  0.63731
O  5.33594  1.14126  0.10541
O  1.59232  0.03217  0.03605
S  4.31359  0.35358  -0.44661
H  -0.35057  1.09563  0.29473
H  -0.27025  -0.75243  0.39195
H  -0.00968  0.11559  -1.12264

Its total charge is 0. As for the gap between HOMO and LUMO (alpha / beta): 9.8 / 9.8 eV. For the energy above the lowest of the compared OMol25 structures with the same formula, charge and spin, the calculation gives 67.70 kcal/mol.

=====

# 19
The following is a DFT calculation (the ωB97M-V functional and the def2-TZVPD basis) of a structure of composition C2H3NO3S3 at a distorted geometry.

Cartesian coordinates (Å):
C  0.71348  1.94045  -0.81172
C  0.32127  -1.48142  0.83028
N  -0.23392  0.12472  -1.23060
O  -2.25212  -1.00905  -0.29944
O  -0.93289  0.65995  1.16115
O  0.95548  0.61065  -0.73598
S  1.61290  3.19259  -0.38853
S  -0.87999  1.69016  -1.60289
S  -1.00507  -0.44492  0.19570
H  -0.02271  -2.00615  1.72396
H  0.60351  -2.40769  0.20744
H  1.12007  -0.86928  0.95065

Its total charge is 0. As for the gap between HOMO and LUMO: 9.2 eV. For the energy above the lowest of the compared OMol25 structures with the same formula, charge and spin, the calculation gives 25.31 kcal/mol.

=====

# 20
The following is a DFT calculation (the ωB97M-V functional and the def2-TZVPD basis) of the molecule C2H3NOS at a distorted geometry.

Cartesian coordinates (Å):
C  2.38841  0.33906  1.02177
N  1.73201  -0.28334  0.16260
O  0.40634  0.07504  0.28164
C  -0.51285  -0.48850  -0.47723
S  -1.99821  0.15366  -0.51124
H  3.49611  -0.00203  1.01346
H  2.01449  1.13153  1.63160
H  -0.16742  -1.30835  -1.12382

Its total charge is 0. As for the gap between HOMO and LUMO: 9.1 eV. For the energy above the lowest of the compared OMol25 structures with the same formula, charge and spin, the calculation gives 61.20 kcal/mol. As for the SMILES: C=NOC=S.